No. 1
The following is a DFT calculation (ωB97M-V/def2-TZVPD) of a cluster of 22 separate species, C33H24BrCl84N3O5P2S in total in a non-equilibrium geometry.

XYZ file:
```
153
Properties=species:S:1:pos:R:3:forces:R:3:mulliken_charge:R:1
C -2.8019 0.4705 -0.0840 0.445 0.247 0.023 -0.28
C -2.1593 1.1219 -1.3163 -0.355 -0.107 0.487 -0.70
C -0.6632 1.1817 -1.1863 0.965 2.576 -0.031 0.14
O -0.0762 2.2636 -1.1610 -0.801 -2.450 -0.205 -0.28
O 0.0398 -0.0012 -1.0521 -0.509 0.005 -0.327 0.19
C 0.6831 -0.4359 -2.2767 0.006 0.730 -0.219 -0.53
C 2.0877 -0.9836 -2.0316 0.059 -0.700 -0.214 -0.82
N 2.2694 -1.6238 -0.7334 0.014 0.413 0.093 0.21
C 3.4662 -1.3332 -0.0137 -0.260 -0.254 -0.334 -1.10
Br 4.0708 -2.9555 0.9273 0.096 0.138 0.051 -0.16
C 3.3996 -0.1622 0.9783 0.292 0.028 0.697 0.85
O 4.7823 0.0423 1.3920 0.108 -0.243 0.710 -0.04
C 4.9843 0.2525 2.6642 -0.746 0.970 2.019 0.71
N 5.1156 0.5211 3.8011 -0.396 -0.756 -2.593 -0.60
O 2.6921 -0.3954 2.1420 -0.198 0.446 -0.560 -0.55
C 1.2671 -0.3670 2.0296 -0.879 -0.308 0.068 2.13
C 0.7980 -1.7774 2.4300 0.209 0.235 0.213 -1.18
N -0.5388 -2.1657 1.9871 0.322 -0.139 0.395 0.07
C -0.5926 -3.6455 1.9182 -0.054 0.616 -0.031 -0.05
P 0.4168 0.8398 3.1873 -0.613 -0.221 0.888 0.39
C 1.6190 2.0894 3.7512 0.005 0.325 -0.595 -0.98
O -0.6174 1.6465 2.1610 0.584 -0.090 -0.169 -0.44
P 2.9709 1.4980 0.1254 1.143 1.086 -0.607 0.31
S 4.5557 2.3820 -0.5887 -0.110 -0.313 -0.021 -0.38
H -2.5184 1.0673 0.7828 -0.083 -0.100 -0.003 -0.13
H -2.4070 -0.5301 0.0750 -0.265 -0.174 0.009 -0.19
H -3.8862 0.4843 -0.1460 -0.026 -0.244 -0.131 0.53
H -2.4658 0.6414 -2.2463 0.187 -0.270 -0.017 0.35
H -2.5204 2.1463 -1.3588 0.212 0.127 -0.185 0.38
H 0.0160 -1.1177 -2.8040 0.072 -0.316 0.278 0.48
H 0.7984 0.4392 -2.9204 -0.032 0.003 -0.065 0.16
H 2.2664 -1.7317 -2.8112 -0.037 0.057 -0.123 0.41
H 2.8386 -0.2122 -2.2126 -0.051 0.158 0.234 0.41
H 1.4367 -1.6525 -0.1656 0.036 -0.055 -0.012 -0.04
H 4.2643 -1.1171 -0.7199 0.040 0.059 -0.007 0.80
H 0.8791 -0.1702 1.0228 0.441 0.279 -0.046 -1.58
H 0.8389 -1.7879 3.5220 -0.066 -0.327 0.073 0.82
H 1.5515 -2.4963 2.0989 0.136 0.092 -0.234 0.13
H -0.7808 -1.7388 1.1018 0.135 -0.094 -0.078 0.00
H -1.5146 -4.0421 2.3342 -0.136 0.080 -0.119 0.25
H 0.2205 -4.0581 2.5098 -0.058 0.117 -0.118 -0.50
H -0.4628 -3.9718 0.8846 -0.048 -0.308 0.050 0.33
H 2.0040 1.8255 4.7331 0.141 -0.255 -0.075 0.36
H 2.4311 2.3338 3.0690 0.171 -0.102 0.167 0.31
H 1.0385 3.0035 3.8834 -0.144 -0.007 0.017 0.23
H -1.4890 1.6057 2.5692 0.031 0.049 -0.029 0.23
H 1.9979 1.3065 -0.8522 -0.208 -0.236 0.410 -0.04
H 2.3791 2.3275 1.0922 -0.394 -0.556 0.099 -0.04
C -1.1464 5.3839 1.9534 -0.020 -0.024 -0.221 0.27
Cl -2.3812 4.7629 3.0713 0.025 -0.088 -0.025 -0.16
Cl 0.3789 5.5835 2.8199 0.008 0.017 0.032 -0.11
Cl -0.9362 4.2414 0.6304 0.049 0.250 -0.012 -0.01
Cl -1.6570 6.9467 1.3103 0.043 -0.082 -0.216 -0.08
C 9.2443 0.6139 2.4093 -0.037 -0.142 -0.053 0.27
Cl 9.2669 1.2681 0.7664 0.012 0.003 -0.007 -0.11
Cl 9.4863 1.9262 3.5626 -0.074 -0.090 0.045 -0.04
Cl 7.6812 -0.1500 2.7167 0.887 0.010 -0.043 -0.12
Cl 10.5492 -0.5714 2.5888 -0.038 0.025 -0.011 -0.12
C -4.5936 -3.7450 -4.7765 -0.053 0.016 0.096 0.25
Cl -6.1234 -3.6428 -3.9029 0.014 -0.015 0.026 -0.08
Cl -3.3093 -3.0108 -3.8102 0.058 0.070 0.041 0.02
Cl -4.1913 -5.4533 -5.0425 -0.063 0.096 0.117 -0.11
Cl -4.7380 -2.8826 -6.3051 0.016 -0.067 -0.003 -0.08
C 11.9306 5.2790 3.9501 0.008 -0.048 -0.048 0.40
Cl 10.8849 4.6818 5.2442 0.005 0.014 -0.005 -0.11
Cl 13.6060 5.2922 4.5070 -0.012 0.011 0.005 -0.10
Cl 11.7836 4.2371 2.5357 0.079 0.100 -0.021 -0.09
Cl 11.4429 6.9233 3.5138 0.119 -0.137 0.627 -0.10
C 2.6299 -6.7605 2.9651 0.067 0.009 -0.013 0.19
Cl 2.6282 -8.4430 3.5035 0.025 0.081 0.000 -0.04
Cl 2.3777 -6.7009 1.2196 0.058 0.187 0.055 -0.08
Cl 1.3223 -5.8867 3.7720 0.097 -0.150 0.177 -0.06
Cl 4.1775 -6.0097 3.3653 -0.033 0.011 -0.002 -0.09
C -3.8053 -5.4935 -9.8510 -0.032 -0.126 0.006 0.24
Cl -2.1221 -5.3926 -10.3920 -0.063 0.166 0.028 -0.12
Cl -4.6054 -6.8560 -10.6284 -0.154 0.137 -0.083 -0.02
Cl -3.8488 -5.7077 -8.0984 0.062 -0.027 -0.272 0.05
Cl -4.6477 -3.9976 -10.2820 0.388 -0.137 0.366 -0.10
C -2.8972 9.3870 4.7090 0.014 -0.046 0.068 0.22
Cl -4.4743 9.5969 5.4785 0.002 0.005 -0.005 -0.10
Cl -1.6272 9.8915 5.8249 -0.116 -0.097 -0.114 0.01
Cl -2.6698 7.6900 4.2797 -0.145 0.188 0.344 -0.02
Cl -2.8194 10.3759 3.2443 0.002 0.002 -0.007 -0.12
C 10.7016 8.3790 -0.7858 -0.056 0.006 0.030 0.30
Cl 12.2853 8.3303 -1.5680 -0.004 0.001 0.005 -0.10
Cl 9.5585 7.3980 -1.7088 0.009 0.008 0.011 -0.09
Cl 10.8391 7.7369 0.8574 -0.068 0.150 -0.643 0.00
Cl 10.1277 10.0501 -0.7229 0.006 -0.014 0.000 -0.11
C -3.9735 -5.0567 0.0919 -0.035 -0.064 0.018 0.14
Cl -3.0416 -6.0958 1.1758 -0.017 0.014 0.021 -0.04
Cl -5.6284 -4.9234 0.6885 -0.004 0.014 -0.004 -0.10
Cl -3.2506 -3.4350 0.0419 -0.169 -0.133 -0.169 0.03
Cl -3.9864 -5.7828 -1.5180 0.045 0.130 0.036 -0.05
C -1.0489 -1.9243 6.8033 -0.171 0.035 -0.127 0.19
Cl -2.6180 -1.6647 7.5902 0.615 -0.213 -0.185 -0.06
Cl 0.2445 -1.5728 7.9515 -0.013 -0.009 -0.006 -0.12
Cl -0.9289 -3.6138 6.2814 -0.008 0.008 0.000 -0.08
Cl -0.8894 -0.8606 5.3927 0.043 -0.235 0.454 -0.06
C -2.3426 10.3093 9.6621 -0.065 0.023 -0.022 0.27
Cl -0.6419 10.6244 9.2842 0.047 -0.027 0.019 -0.07
Cl -3.3489 11.4865 8.8182 -0.070 -0.083 -0.056 -0.05
Cl -2.7739 8.6776 9.1429 0.020 0.015 0.019 -0.07
Cl -2.5882 10.4600 11.4040 0.010 0.012 -0.007 -0.09
C 1.6695 4.5244 -3.9883 0.027 0.190 0.123 0.31
Cl 2.7280 5.3176 -5.1593 -0.005 0.008 -0.020 -0.11
Cl 0.1180 5.3705 -3.9309 -0.011 -0.046 0.002 -0.11
Cl 1.4025 2.8505 -4.5076 -0.007 -0.074 0.033 -0.13
Cl 2.4260 4.5546 -2.3985 -0.071 -0.108 -0.142 -0.06
C -6.2706 -0.8564 10.0082 -0.015 -0.008 0.012 0.36
Cl -7.7930 -0.1763 9.4249 0.016 -0.005 -0.001 -0.10
Cl -6.5492 -2.4891 10.6199 0.003 0.009 -0.007 -0.10
Cl -5.1049 -0.9185 8.6784 -0.558 0.188 0.220 -0.07
Cl -5.6286 0.1578 11.3028 -0.001 -0.006 -0.012 -0.10
C 0.4343 -10.2240 0.6214 0.034 0.021 0.024 0.19
Cl -0.4412 -11.3513 -0.4195 -0.001 0.002 0.003 -0.11
Cl -0.5535 -8.7799 0.8808 -0.009 -0.010 -0.020 0.02
Cl 0.7734 -10.9946 2.1722 -0.093 -0.088 -0.087 -0.02
Cl 1.9585 -9.7715 -0.1508 -0.058 -0.134 -0.045 -0.08
C -7.9444 -8.9864 -8.9678 0.016 -0.007 -0.001 0.31
Cl -6.9146 -7.8873 -8.0477 -0.014 0.017 0.057 -0.03
Cl -7.2147 -10.5950 -8.9887 0.005 0.008 -0.008 -0.09
Cl -9.5409 -9.0709 -8.2176 0.012 0.000 -0.011 -0.10
Cl -8.1020 -8.3909 -10.6247 0.000 0.001 -0.003 -0.09
C -7.4645 -2.0796 -13.3837 -0.025 0.055 0.006 0.27
Cl -6.5730 -2.9819 -12.1482 -0.326 0.147 -0.389 -0.04
Cl -9.1293 -1.8259 -12.8490 0.026 -0.011 0.005 -0.11
Cl -6.6844 -0.5162 -13.6455 -0.007 -0.005 0.002 -0.08
Cl -7.4584 -3.0006 -14.8883 -0.171 -0.028 0.020 -0.08
C -3.8358 -1.6029 -17.0238 -0.005 0.003 0.019 0.33
Cl -5.1424 -1.8209 -18.1935 -0.004 0.004 0.003 -0.10
Cl -2.3088 -2.1259 -17.7412 -0.013 0.008 0.001 -0.10
Cl -3.7244 0.1036 -16.5786 -0.003 0.000 -0.001 -0.10
Cl -4.1748 -2.5634 -15.5837 0.176 -0.013 -0.012 -0.03
C 1.1001 13.3643 5.1521 0.009 -0.005 -0.026 0.28
Cl -0.1387 13.5117 3.9015 -0.003 -0.007 0.005 -0.09
Cl 2.6109 12.8104 4.4250 -0.013 0.004 0.004 -0.10
Cl 1.3545 14.9342 5.9203 -0.007 -0.008 -0.003 -0.10
Cl 0.5658 12.1963 6.3642 0.135 0.161 0.103 0.00
C 3.5862 -13.6547 3.9731 0.006 0.004 -0.004 0.35
Cl 1.8643 -13.9076 3.6669 0.016 -0.048 0.041 -0.10
Cl 3.9132 -11.9215 4.1016 0.002 0.001 -0.003 -0.06
Cl 4.0405 -14.4525 5.4811 -0.005 0.011 -0.009 -0.10
Cl 4.5251 -14.3316 2.6403 -0.007 0.010 0.003 -0.09
C -2.9766 15.1663 11.0992 0.008 -0.014 0.001 0.33
Cl -3.5811 16.5030 10.1147 0.000 -0.005 0.003 -0.10
Cl -4.3113 14.0796 11.4991 0.001 0.004 0.000 -0.09
Cl -1.7476 14.2790 10.1955 0.064 0.057 0.024 -0.05
Cl -2.2705 15.8033 12.5880 -0.006 -0.003 -0.004 -0.10
C -1.9313 -10.2331 -11.1242 0.011 0.004 0.031 0.31
Cl -3.2657 -10.4247 -12.2681 -0.012 0.003 0.004 -0.10
Cl -0.4357 -10.8190 -11.8591 -0.020 0.001 0.003 -0.10
Cl -1.7621 -8.5260 -10.7094 0.214 -0.260 -0.034 -0.02
Cl -2.2745 -11.1638 -9.6616 -0.004 0.001 -0.006 -0.10
```
Positions in Å, forces in eV/Å.

HOMO-LUMO gap	8.392	eV
net charge	0
strongest force on any atom	2.8	eV Å⁻¹
multiplicity	1



No. 2
The following is a DFT calculation (ωB97M-V/def2-TZVPD) of a structure of composition C33H29BrF11N6O3Se3TeTl in a non-equilibrium geometry.

XYZ file:
```
88
Properties=species:S:1:pos:R:3:forces:R:3:mulliken_charge:R:1
Tl -0.7003 -1.4239 1.6478 -0.339 -0.367 0.581 1.11
C 3.0465 -0.7805 0.9759 -0.150 0.029 -0.028 -1.48
N 2.1472 -1.6262 1.7620 0.114 -0.120 -0.149 1.60
C 2.4913 -3.0353 1.5348 -0.011 0.019 0.014 -0.39
C 2.4715 -3.4572 0.0568 -0.128 -0.185 0.014 -1.98
N 1.2020 -3.9492 -0.4577 -0.077 -0.098 0.145 -0.37
C 0.8784 -5.2481 -0.2378 0.122 0.035 -0.040 0.05
C 1.5714 -6.1902 0.5761 -0.066 0.078 -0.056 0.59
F 2.6601 -5.8570 1.3180 -0.006 0.137 0.014 -0.38
C 1.1977 -7.5143 0.7202 0.082 0.008 0.003 -0.04
F 1.9409 -8.3235 1.5035 -0.021 0.015 0.040 -0.34
C 0.1017 -8.0307 0.0769 -0.037 -0.090 -0.044 0.73
F -0.2437 -9.3334 0.2002 -0.014 -0.001 0.005 -0.36
C -0.6055 -7.1718 -0.7419 -0.003 -0.001 0.039 -0.04
F -1.6639 -7.6436 -1.4271 -0.030 -0.001 -0.023 -0.34
C -0.2265 -5.8612 -0.8928 0.057 0.146 -0.059 0.32
F -0.9610 -5.1416 -1.7574 -0.017 0.008 -0.009 -0.33
C 2.3053 -1.2457 3.1598 -0.141 0.037 -0.023 -1.37
C 1.4063 -1.9462 4.1556 -0.066 -0.286 -0.026 -0.82
N -0.0019 -1.7641 3.8891 -0.011 0.484 -0.615 0.34
C -0.8863 -1.8834 4.8766 -0.173 -0.038 0.202 -0.01
C -0.6413 -2.2732 6.2274 0.064 -0.034 -0.193 0.40
F 0.6067 -2.6239 6.6478 -0.021 -0.046 0.034 -0.38
C -1.6208 -2.3792 7.1954 0.007 0.012 0.052 0.04
F -1.2738 -2.7638 8.4439 0.019 0.003 -0.004 -0.35
C -2.9410 -2.1134 6.9209 -0.020 -0.036 0.010 0.68
F -3.8978 -2.2119 7.8769 0.004 0.010 -0.022 -0.36
C -3.2485 -1.7459 5.6222 -0.030 0.039 0.017 -0.07
F -4.5306 -1.4847 5.3082 -0.012 0.019 -0.016 -0.33
C -2.2747 -1.6306 4.6625 0.102 -0.005 -0.023 -0.07
F -2.6950 -1.2608 3.4406 -0.034 -0.062 0.000 -0.21
H 4.0909 -1.1256 1.0931 -0.024 0.035 0.003 0.36
H 2.7864 -0.7855 -0.0797 -0.006 0.016 -0.007 0.09
H 2.9816 0.2440 1.3300 -0.042 0.094 0.031 0.49
H 3.5108 -3.2087 1.9310 0.005 -0.048 0.019 0.20
H 1.8032 -3.6695 2.0941 -0.026 0.046 0.022 0.30
H 2.7727 -2.6268 -0.5792 -0.073 -0.030 -0.066 0.60
H 3.2395 -4.2169 -0.0857 0.106 -0.040 -0.003 0.37
H 3.3510 -1.4223 3.4766 0.028 0.030 0.019 0.35
H 2.1051 -0.1733 3.2303 0.011 0.017 -0.031 0.33
H 1.6585 -3.0157 4.1964 0.051 0.008 0.055 0.37
H 1.6876 -1.5115 5.1152 -0.011 -0.019 0.060 0.58
C -1.9347 6.1546 0.0126 0.046 -0.044 -0.028 -1.05
C -0.4534 5.7923 0.0882 -0.217 -0.047 -0.006 -1.18
N -0.2280 4.3655 0.2020 0.025 -0.082 0.264 0.30
C -0.2312 3.7914 1.4673 0.008 0.085 -0.447 -0.16
C -0.0619 2.4817 1.7066 0.244 0.101 0.061 -0.39
C -0.2976 1.8864 3.0934 -0.258 0.649 -0.324 -0.22
O 0.0557 2.5528 4.0840 -0.031 -0.242 -0.118 -0.84
O -0.9421 0.8299 2.9762 -0.065 -0.350 0.984 -0.51
C 0.2609 1.6017 0.6118 -0.058 0.901 -0.336 0.11
O 0.5040 0.4137 0.7213 0.721 -0.236 -0.286 0.34
C 0.3114 2.2229 -0.7236 0.128 0.394 0.323 0.18
C 0.6075 1.3901 -1.7985 -0.123 0.338 0.409 -0.13
C 0.4501 1.8869 -3.0597 0.488 0.296 -0.329 0.73
F 0.7880 1.1407 -4.1470 -0.179 0.367 -0.181 -0.39
C -0.0827 3.1487 -3.2839 0.100 -0.136 0.117 -0.88
C -0.2901 4.0135 -2.2218 -0.141 0.130 -0.038 -0.92
C -0.0539 3.5635 -0.9128 0.074 -0.142 0.182 0.57
N -0.5030 3.5365 -4.6027 0.065 0.047 -0.101 0.45
C 0.4760 4.2266 -5.4096 -0.135 -0.158 0.018 -0.47
C -0.2524 4.9349 -6.5398 0.183 0.044 0.165 -0.81
N -1.0142 3.8956 -7.3182 -0.065 0.079 0.045 -0.14
C -2.0064 3.1682 -6.4422 -0.051 -0.166 0.248 -0.94
C -1.1988 2.5010 -5.3483 -0.063 0.192 0.029 -0.41
H -2.0627 7.2349 -0.0915 -0.018 -0.007 0.002 0.38
H -2.4434 5.8276 0.9199 -0.015 0.009 -0.019 0.34
H -2.4128 5.6560 -0.8327 0.007 0.024 0.021 0.29
H -0.0043 6.2645 0.9621 0.031 0.024 0.019 0.49
H 0.0814 6.1655 -0.7870 0.035 -0.013 0.004 0.46
H -0.4124 4.4636 2.2984 0.042 0.063 -0.050 0.54
H 0.9656 0.3746 -1.6309 0.024 0.472 -0.033 0.00
H -0.7061 4.9917 -2.4273 -0.062 -0.032 0.021 0.43
H 1.2358 3.5456 -5.8359 0.036 -0.012 0.036 0.24
H 0.9927 4.9626 -4.7964 0.020 0.026 -0.021 0.46
H 0.4244 5.4504 -7.2191 -0.008 -0.063 -0.084 0.41
H -0.9799 5.6324 -6.1316 -0.081 -0.002 -0.067 0.36
H -0.3415 3.1976 -7.6444 0.005 -0.015 -0.090 0.41
H -1.4667 4.3045 -8.1322 -0.008 0.011 -0.014 0.35
H -2.5483 2.4514 -7.0562 0.062 0.003 -0.080 0.43
H -2.6899 3.9074 -6.0305 0.010 0.078 -0.071 0.35
H -0.5209 1.7666 -5.8089 0.016 -0.049 0.067 0.38
H -1.8559 1.9547 -4.6722 -0.027 -0.069 0.023 0.42
Se -2.8954 -0.2406 0.3201 0.155 -0.298 0.632 -0.42
Se -1.8196 -0.0876 -1.7002 -0.408 -0.160 -0.495 -0.69
Te -0.2105 -2.2634 -1.2348 -0.236 -0.864 0.176 0.68
Se 1.4955 -1.4459 -2.7916 0.588 -1.001 -0.343 -0.79
Br -1.3303 -4.1872 2.1612 -0.047 0.036 -0.222 -0.66
```
Positions in Å, forces in eV/Å.

relative energy (zero: lowest compared OMol25 entry of this formula, charge and spin)	359.8	kJ/mol
HOMO-LUMO gap	1.934	eV
net charge	-2
strongest force on any atom	1.2	eV Å⁻¹
multiplicity	1



No. 3
The following is a DFT calculation (ωB97M-V/def2-TZVPD) of a cluster of 6 separate species, C3H17NO6 in total in a non-equilibrium geometry.

XYZ file:
```
27
Properties=species:S:1:pos:R:3:forces:R:3:mulliken_charge:R:1
C -2.5650 0.0922 1.0606 1.639 -0.436 -0.100 0.00
N -1.1917 0.1496 0.9640 -0.783 0.814 -0.788 0.04
C -0.3613 1.1855 1.6038 -0.602 -0.578 0.114 -0.44
C 0.5651 1.9992 0.7317 1.460 -0.775 0.232 -1.18
O -3.1319 -0.9751 1.0144 -0.748 0.482 -0.174 -0.56
H -2.9723 1.1112 1.1343 -0.607 -0.197 0.242 0.32
H -0.7942 -0.7558 0.7575 0.233 0.056 0.273 0.21
H 0.1310 0.5378 2.3240 0.804 0.928 0.411 0.37
H -0.9824 1.8956 2.1513 -0.433 -0.369 0.047 0.47
H 0.1194 2.5138 -0.1173 -0.227 0.121 0.223 0.31
H 1.3926 1.3661 0.3963 -0.399 0.003 -0.438 0.24
H 1.1402 2.6692 1.3780 -0.520 0.489 -0.070 0.38
H 0.5915 0.7488 -1.6376 -0.363 0.581 0.011 0.26
H 0.2427 1.4385 -3.0286 -0.210 0.213 0.469 0.30
O 0.7693 0.7750 -2.5801 0.507 -0.681 -0.603 -0.62
H 1.5026 -0.8274 -0.7077 0.345 -0.085 0.503 0.33
H 2.9074 -1.0215 -0.1730 0.324 -0.015 -0.001 0.26
O 2.0941 -0.5599 0.0360 -0.236 -0.219 -0.380 -0.57
H -1.8020 -0.6271 -1.4369 -0.040 -0.067 -0.069 0.32
H -1.3495 -0.4339 -2.8789 0.172 0.039 0.034 0.29
O -2.1348 -0.4926 -2.3313 -0.229 0.072 0.003 -0.64
H 0.6579 -1.8934 -2.6361 0.132 -0.194 0.013 0.30
H 0.9730 -2.8146 -1.3898 -0.057 -0.142 -0.369 0.28
O 0.5812 -1.9860 -1.6813 -0.185 0.202 0.289 -0.60
H 0.5053 -1.6385 2.1079 0.088 -0.106 -0.111 0.30
H 1.9077 -1.0266 2.2089 -0.223 -0.070 -0.257 0.33
O 1.2042 -1.4298 2.7299 0.160 -0.064 0.497 -0.67
```
Positions in Å, forces in eV/Å.

relative energy (zero: lowest compared OMol25 entry of this formula, charge and spin)	17.3	kJ/mol
HOMO-LUMO gap	9.676	eV
net charge	0
SMILES string	CCNC=O.O.O.O.O.O
strongest force on any atom	1.7	eV Å⁻¹
multiplicity	1